The following is a quantum chemistry calculation of C4H16NO5 as an isolated structure in a non-equilibrium geometry, from OMol25.

DFT total energy (eV): -16133.2897
E_LUMO (eV): 3.47
Energy relative to the best compared isomer or geometry (same formula, charge and spin) (eV): 2.001
Net charge: -1
Gap between HOMO and LUMO (Eh): 0.318

Last column: Löwdin charge in e.
Element x y z (Å)
1 C -1.7232 1.5338 -0.0507  -0.217
2 C -0.8131 1.6990 1.0526  -0.272
3 C 0.6358 1.9870 0.6978  -0.338
4 O 1.1892 1.1174 -0.2673  -0.244
5 N -1.8510 0.0504 -0.5721  -0.015
6 C -0.7913 -0.3891 -1.5235  -0.260
7 O -1.6140 -1.1198 -2.4790  -0.135
8 H -2.6796 1.8050 0.4147  0.093
9 H -1.5777 2.1686 -0.9346  0.121
10 H -1.2138 2.3986 1.9047  0.128
11 H -0.8581 0.7810 1.7242  0.117
12 H 0.7755 3.0144 0.2358  0.106
13 H 1.4113 1.8031 1.6564  0.141
14 H -1.8079 -0.5643 0.2185  0.078
15 H -0.1469 -1.2917 -1.0879  0.139
16 H -0.1507 0.3091 -2.0281  0.095
17 H -2.4518 -0.6417 -2.5092  0.050
18 H 2.8616 -0.8115 -1.4274  -0.113
19 H 2.4358 -1.8525 -0.3980  0.020
20 O 2.8988 -1.6481 -1.2879  -0.069
21 H 1.5467 -1.1432 1.4197  -0.033
22 H 1.1555 0.0285 0.1412  0.019
23 O 1.3555 -1.1981 0.5301  -0.303
24 H 0.2030 -2.1534 2.0868  0.056
25 H 0.8211 -2.7795 0.7892  0.052
26 O 0.3894 -3.1030 1.6939  -0.214